A molecular structure, C38H86CdN5O17 at a distorted geometry, computed with ωB97M-V/def2-TZVPD.

```
! wB97M-V def2-TZVPD RIJCOSX def2/J DEFGRID3
* xyz -1 1
Cd -1.20623 2.33928 -2.78217
C -2.68013 -1.17499 -4.49347
C -2.03405 -0.06343 -4.01929
C -0.46408 -0.02754 -4.14478
O 0.10673 1.02988 -3.75440
C 0.19749 -1.15013 -4.62944
C -0.49323 -2.29459 -5.02476
C -2.01183 -2.30483 -5.00690
O -2.73601 -3.16883 -5.53713
O 0.12196 -3.34032 -5.30583
O -2.57647 0.99608 -3.52579
H -3.76155 -1.14041 -4.43404
H 1.27162 -1.09607 -4.51128
C -0.54891 -0.61595 0.23079
C -1.11258 0.77883 0.24542
O -0.74268 1.50179 -0.87383
H 0.54145 -0.53102 0.22235
H -0.93271 -1.13666 -0.64683
H -0.80280 -1.14428 1.15625
H -0.86028 1.21775 1.22941
H -2.20988 0.75123 0.30639
O 1.53525 2.92745 -0.10539
H 1.88746 2.67724 0.76030
H 0.79442 2.28923 -0.26903
O 0.35794 3.80541 -2.43685
H 0.72084 3.67117 -1.53702
H 1.11896 3.99553 -2.99589
C -0.64258 -4.16010 -2.00287
O -0.43098 -5.00266 -0.87495
C -0.83672 -4.46027 0.36751
C 0.02093 -5.15401 1.42707
N 1.46325 -4.88399 1.32595
C 1.86432 -3.52667 1.64122
C 3.37642 -3.36472 1.66326
O 3.66573 -2.15417 2.33571
C 5.06246 -2.01673 2.44634
H -0.26460 -4.75186 -2.83616
H -0.09367 -3.21738 -1.97921
H -1.69562 -3.98614 -2.24074
H -1.87033 -4.76172 0.57150
H -0.71166 -3.37754 0.42411
H -0.08289 -6.22764 1.25695
H -0.26628 -4.85913 2.44093
H 1.59942 -5.06489 0.32885
H 1.50341 -3.23751 2.63595
H 1.43708 -2.74085 1.00297
H 3.72317 -3.34515 0.61693
H 3.91543 -4.26329 1.98716
H 5.35966 -1.22789 3.13722
H 5.59613 -1.93025 1.49660
H 5.49276 -2.90997 2.92171
C -6.38721 -4.45655 -1.70425
O -5.44713 -3.74769 -0.92797
C -4.78456 -2.75395 -1.72469
C -3.73426 -2.03629 -0.89569
N -4.24722 -0.97262 -0.02576
C -5.02992 -1.53426 1.05984
C -5.30876 -0.49029 2.13320
O -4.13748 0.16289 2.55262
C -3.20399 -0.62561 3.25909
H -7.22415 -3.82598 -2.01686
H -6.73735 -5.30422 -1.11725
H -5.90523 -4.87689 -2.59330
H -5.58582 -2.08136 -2.05345
H -4.32990 -3.18633 -2.62153
H -3.14199 -1.51575 -1.65568
H -3.07457 -2.78308 -0.43962
H -3.53668 -0.31447 0.25478
H -4.44081 -2.30926 1.58384
H -5.91798 -2.05782 0.71206
H -5.95237 -0.86392 2.93712
H -5.88083 0.28775 1.61010
H -2.40379 0.02855 3.60273
H -2.77027 -1.41209 2.63814
H -3.65010 -1.05968 4.16027
C -8.16445 2.61440 -2.14228
O -7.20581 2.98022 -1.18573
C -6.20822 1.97860 -0.96541
C -5.25755 2.52549 0.07239
N -4.69136 3.80849 -0.34227
C -3.97747 4.59873 0.64749
C -2.75164 3.83607 1.12727
O -2.12021 4.59361 2.12615
C -0.87279 4.05096 2.51987
H -8.77337 1.76195 -1.82089
H -7.75400 2.43569 -3.13961
H -8.85981 3.45326 -2.21464
H -5.70818 1.77319 -1.91742
H -6.71075 1.08669 -0.57614
H -4.47712 1.76548 0.15533
H -5.79947 2.72570 1.00665
H -5.43280 4.33169 -0.78766
H -4.62608 4.81668 1.50756
H -3.66852 5.55841 0.24057
H -2.08678 3.75347 0.25517
H -2.91696 2.77829 1.36447
H -0.09937 4.14962 1.75463
H -1.04378 2.97333 2.64986
H -0.54913 4.43818 3.48153
C 6.00828 5.98698 2.57865
O 5.06886 4.94138 2.70287
C 4.76070 4.34286 1.42294
C 4.59825 2.85611 1.62330
N 3.35397 2.55802 2.33240
C 3.06944 1.12720 2.24185
C 1.70539 0.81154 2.86937
O 1.72718 0.74340 4.27859
C 2.21293 -0.46142 4.82463
H 5.71516 6.69779 1.79576
H 7.01056 5.62092 2.32613
H 5.98628 6.48253 3.55016
H 5.56383 4.52318 0.70174
H 3.86676 4.85666 1.06663
H 5.50657 2.49685 2.12824
H 4.64222 2.34287 0.66050
H 3.46863 2.77931 3.31634
H 3.82068 0.50796 2.74847
H 3.01803 0.80614 1.19936
H 1.21020 -0.06910 2.44458
H 1.04132 1.64324 2.61409
H 2.39227 -0.25806 5.88310
H 3.16071 -0.77342 4.38452
H 1.45159 -1.24686 4.80329
C 2.69522 -3.61482 -2.25562
O 3.48814 -2.54981 -1.79560
C 2.71395 -1.37589 -1.56627
C 3.68513 -0.21960 -1.34224
N 4.23682 0.22240 -2.62052
C 5.10021 1.39680 -2.49866
C 6.28944 1.21435 -1.59487
O 6.14977 1.64627 -0.25064
C 7.09769 1.09036 0.63636
H 2.06473 -4.07070 -1.49104
H 3.33966 -4.39274 -2.68273
H 2.16487 -3.36300 -3.18411
H 2.11997 -1.49312 -0.65514
H 2.13637 -1.17239 -2.46989
H 4.48535 -0.66981 -0.73567
H 3.20482 0.60321 -0.81773
H 4.77190 -0.51731 -3.05676
H 4.49017 2.27954 -2.29800
H 5.54729 1.61268 -3.47340
H 7.11737 1.83943 -1.98294
H 6.74779 0.21927 -1.68196
H 6.98105 -0.00107 0.59186
H 6.81859 1.41599 1.63511
H 8.11627 1.35733 0.33752
*
```

**Orbital gap**: 0.2461 Ha
**Energy above the lowest of the compared OMol25 structures with the same formula, charge and spin**: 0.0 kcal per mole
**F_max**: 0.0527 hartree/bohr
**Highest occupied orbital energy**: -0.1749 Ha